1.
Computed, not measured: a single C2H4ClNO3 molecule at a distorted geometry, with ωB97M-V with the def2-TZVPD basis set.

Its spin multiplicity is 1. The value obtained for the energy above the lowest of the compared OMol25 structures with the same formula, charge and spin is 114.40 kcal/mol. The SMILES is [O-]/[N+](O)=C(\Cl)CO. For the strongest force on any atom, the calculation gives 3.190 eV Å⁻¹. Its electronic energy is -819.1279 a.u. For the orbital gap, the calculation gives 9.41 eV. The LUMO energy is 0.015 Eh.

Atoms and positions in Å:
O (0.64, -0.29, -2.35)
N (0.23, -0.34, -1.21)
O (0.62, -1.45, -0.45)
C (-0.42, 0.52, -0.48)
Cl (-0.92, 1.91, -1.27)
C (-0.65, 0.39, 0.98)
O (0.50, 0.55, 1.79)
H (1.25, -2.06, -1.03)
H (-1.28, -0.44, 1.13)
H (-1.19, 1.23, 1.21)
H (1.23, -0.02, 1.69)

***

2.
Computed, not measured: a molecular structure, C42H46N5OP2V at a distorted geometry, with ωB97M-V with the def2-TZVPD basis set.

As for the net charge: +1. Its spin multiplicity is 4. The value obtained for the energy above the lowest of the compared OMol25 structures with the same formula, charge and spin is 17.72 kcal/mol. For the strongest force on any atom, the calculation gives 1.337 eV Å⁻¹. Its electronic energy is -3603.7669 a.u. For the orbital gap (alpha / beta), the calculation gives 7.35 / 8.16 eV. The LUMO energy (alpha / beta) is -0.066 / -0.071 Eh.

Atoms and positions in Å:
V (-0.25, 0.67, -1.21)
C (1.75, -4.01, 1.01)
C (0.77, -4.22, 2.13)
C (1.13, -4.97, 3.25)
C (0.25, -5.23, 4.28)
C (-1.05, -4.74, 4.22)
C (-1.43, -3.97, 3.13)
C (-0.54, -3.71, 2.10)
N (-0.98, -2.93, 0.99)
C (-0.43, -1.74, 0.62)
N (0.46, -1.20, 1.47)
C (1.36, -0.07, 1.29)
C (1.23, 0.82, 0.22)
C (2.21, 1.83, 0.18)
C (3.19, 1.98, 1.15)
C (3.25, 1.08, 2.20)
C (2.34, 0.03, 2.29)
C (2.41, -0.94, 3.45)
N (-0.76, -1.14, -0.50)
C (-1.77, -1.70, -1.36)
C (-3.08, -1.22, -1.23)
C (-4.09, -1.70, -2.05)
C (-3.80, -2.66, -3.01)
C (-2.50, -3.12, -3.14)
C (-1.47, -2.66, -2.33)
C (-0.08, -3.21, -2.48)
H (2.43, -4.86, 0.95)
H (2.35, -3.11, 1.15)
H (1.24, -3.91, 0.05)
H (2.14, -5.37, 3.30)
H (0.56, -5.82, 5.13)
H (-1.76, -4.94, 5.01)
H (-2.44, -3.57, 3.07)
H (-1.85, -3.17, 0.54)
H (0.59, -1.72, 2.32)
H (2.17, 2.56, -0.63)
H (3.91, 2.79, 1.09)
H (4.01, 1.18, 2.98)
H (3.24, -0.71, 4.10)
H (2.54, -1.98, 3.12)
H (1.50, -0.91, 4.06)
H (-3.28, -0.47, -0.50)
H (-5.10, -1.32, -1.94)
H (-4.58, -3.05, -3.65)
H (-2.27, -3.87, -3.89)
H (0.12, -3.48, -3.51)
H (0.04, -4.12, -1.88)
H (0.66, -2.49, -2.15)
N (-1.89, 3.34, -1.30)
P (-1.51, 2.30, 0.06)
C (-3.05, 2.40, 1.03)
C (-3.58, 3.64, 1.38)
C (-4.75, 3.72, 2.12)
C (-5.39, 2.56, 2.54)
C (-4.85, 1.32, 2.22)
C (-3.69, 1.24, 1.47)
C (-0.46, 3.38, 1.09)
C (0.05, 4.58, 0.62)
C (0.84, 5.38, 1.45)
C (1.12, 4.97, 2.74)
C (0.62, 3.76, 3.21)
C (-0.17, 2.97, 2.39)
C (-1.27, 3.17, -2.51)
C (-1.62, 3.93, -3.63)
C (-0.97, 3.70, -4.82)
C (0.01, 2.71, -4.90)
C (0.31, 2.00, -3.77)
N (-0.30, 2.22, -2.57)
H (-2.62, 4.03, -1.25)
H (-3.07, 4.56, 1.09)
H (-5.15, 4.69, 2.39)
H (-6.30, 2.62, 3.13)
H (-5.34, 0.41, 2.56)
H (-3.26, 0.27, 1.26)
H (-0.16, 4.90, -0.39)
H (1.22, 6.32, 1.08)
H (1.74, 5.58, 3.38)
H (0.84, 3.43, 4.22)
H (-0.56, 2.03, 2.77)
H (-2.39, 4.68, -3.55)
H (-1.23, 4.28, -5.69)
H (0.53, 2.50, -5.82)
H (1.06, 1.23, -3.76)
C (4.16, -0.43, -1.10)
P (3.09, -0.81, -2.45)
C (3.26, -2.57, -2.70)
C (3.82, -0.06, -3.89)
O (1.66, -0.39, -2.25)
H (5.13, -0.91, -1.23)
H (3.70, -0.76, -0.16)
H (4.30, 0.65, -1.03)
H (4.30, -2.84, -2.84)
H (2.69, -2.87, -3.58)
H (2.86, -3.10, -1.83)
H (4.89, -0.30, -3.96)
H (3.71, 1.02, -3.82)
H (3.32, -0.42, -4.79)